2 unconnected molecules or ions with the total composition C6H8NO8 in a non-equilibrium geometry, computed with ωB97M-V with the def2-TZVPD basis set.

Calculated values
HOMO-LUMO gap = 0.30265 hartree
ΔE to the lowest compared entry with this formula, charge and spin = 255.8 kJ/mol
Largest force on an atom = 0.106 hartree/bohr
LUMO energy = 3.465 eV
Net charge = -1
E_tot = -890.0407 hartree
2S+1 = 1

Bonds (Å) are listed after each position.
Cartesian coordinates (Å):
1 C 0.04 -1.54 -1.14  C3 1.475, N7 1.278, H16 1.130
2 C 0.24 2.13 -1.65  C4 1.489, O8 1.239, O10 1.194
3 C -0.80 -1.72 0.06  C1 1.475, C5 1.510, H17 1.146, H18 1.108
4 C -0.10 0.85 -0.98  C2 1.489, C6 1.581, N7 1.441, O8 1.496
5 C -0.41 -0.77 1.17  C3 1.510, C6 1.678, O12 1.465, O13 1.233
6 C -0.59 0.76 0.52  C4 1.581, C5 1.678, O14 1.444, O15 1.388
7 N 0.35 -0.38 -1.58  C1 1.278, C4 1.441, O9 1.281
8 O -0.90 1.72 -1.90  C2 1.239, C4 1.496
9 O 1.10 -0.28 -2.61  N7 1.281
10 O 1.04 3.02 -1.76  C2 1.194
11 O 2.44 0.70 0.15  H19 0.968, H21 1.007
12 O -1.52 -0.98 2.10  C5 1.465, H20 0.992
13 O 0.70 -0.90 1.69  C5 1.233
14 O 0.10 1.78 1.28  C6 1.444, H22 0.974
15 O -1.94 1.00 0.33  C6 1.388, H23 0.952
16 H 0.69 -2.41 -1.43  C1 1.130
17 H -1.88 -1.62 -0.31  C3 1.146
18 H -0.74 -2.73 0.52  C3 1.108
19 H 2.66 0.63 -0.79  O11 0.968
20 H -1.02 -1.26 2.91  O12 0.992
21 H 2.14 -0.15 0.61  O11 1.007
22 H 0.86 1.38 1.73  O14 0.974
23 H -2.47 0.77 1.09  O15 0.952

natural (NBO) atomic charge list, values in e, 5 entries:
1. C 0.099
2. C 0.825
3. C -0.532
4. C 0.213
5. C 0.543

***

A gas-phase ion, C6H8NOS (charge +1) in a non-equilibrium geometry, computed with ωB97M-V with the def2-TZVPD basis set.

Calculated values
HOMO-LUMO gap = 0.35197 hartree
ΔE to the lowest compared entry with this formula, charge and spin = 206.3 kJ/mol
Largest force on an atom = 0.054 hartree/bohr
LUMO energy = -4.737 eV
Net charge = +1
E_tot = -761.2766 hartree
2S+1 = 1

Bonds (Å) are listed after each position.
Cartesian coordinates (Å):
1 C -1.10 0.05 -0.76  C2 1.315, C3 1.459, H10 1.077
2 C -0.75 1.26 -0.38  C1 1.315, C5 1.523, H11 1.046
3 C -0.23 -1.07 -0.41  C1 1.459, C6 1.497, O8 1.237
4 C 0.78 0.42 2.27  N7 1.246, S9 1.511
5 C 0.67 1.54 0.11  C2 1.523, N7 1.447, H12 1.068, H13 1.064
6 C -0.24 -2.20 -1.38  C3 1.497, H14 1.154, H15 1.120, H16 1.104
7 N 0.70 1.43 1.55  C4 1.246, C5 1.447, H17 1.044
8 O 0.55 -0.96 0.54  C3 1.237
9 S 0.95 -0.55 3.42  C4 1.511
10 H -2.07 -0.11 -1.21  C1 1.077
11 H -1.39 2.07 -0.52  C2 1.046
12 H 1.31 0.81 -0.32  C5 1.068
13 H 1.15 2.46 -0.15  C5 1.064
14 H -0.97 -3.01 -1.00  C6 1.154
15 H 0.77 -2.60 -1.67  C6 1.120
16 H -0.79 -1.81 -2.25  C6 1.104
17 H 0.65 2.28 2.16  N7 1.044

natural (NBO) atomic charge list, values in e, 5 entries:
1. C -0.292
2. C -0.103
3. C 0.589
4. C 0.257
5. C -0.264

***

A gas-phase ion, C6H8NS (charge +1) in a non-equilibrium geometry, computed with ωB97M-V with the def2-TZVPD basis set.

Calculated values
HOMO-LUMO gap = 0.28587 hartree
SMILES string = [NH3+]C1=CC=CC=CS1
ΔE to the lowest compared entry with this formula, charge and spin = 290.0 kJ/mol
Largest force on an atom = 0.081 hartree/bohr
LUMO energy = -4.275 eV
Net charge = +1
E_tot = -685.9606 hartree
2S+1 = 1

Bonds (Å) are listed after each position.
Cartesian coordinates (Å):
1 N 1.08 1.15 -2.30  C2 1.518, H9 1.041, H10 1.031, H11 1.043
2 C 0.35 0.62 -1.08  N1 1.518, C3 1.327, S8 1.886
3 C -0.85 0.94 -0.61  C2 1.327, C4 1.561, H12 1.033
4 C -1.55 0.37 0.66  C3 1.561, C5 1.375, H13 1.138
5 C -1.22 -0.71 1.44  C4 1.375, C6 1.423, H14 1.065
6 C -0.14 -1.60 1.74  C5 1.423, C7 1.292, H15 1.164
7 C 1.12 -1.59 1.46  C6 1.292, S8 2.069, H16 1.104
8 S 1.61 -0.48 -0.22  C2 1.886, C7 2.069
9 H 0.80 2.15 -2.34  N1 1.041
10 H 0.81 0.61 -3.13  N1 1.031
11 H 2.05 0.83 -2.08  N1 1.043
12 H -1.30 1.76 -1.05  C3 1.033
13 H -2.47 1.02 0.82  C4 1.138
14 H -1.95 -0.72 2.21  C5 1.065
15 H -0.39 -2.30 2.63  C6 1.164
16 H 2.05 -2.04 1.84  C7 1.104

natural (NBO) atomic charge list, values in e, 5 entries:
1. N -0.723
2. C 0.033
3. C -0.230
4. C -0.169
5. C -0.195

***

C6H8O2 in the gas phase in a non-equilibrium geometry, computed with ωB97M-V with the def2-TZVPD basis set.

Calculated values
HOMO-LUMO gap = 0.29426 hartree
ΔE to the lowest compared entry with this formula, charge and spin = 760.9 kJ/mol
Largest force on an atom = 0.068 hartree/bohr
LUMO energy = 0.665 eV
E_tot = -383.6203 hartree
2S+1 = 1

Bonds (Å) are listed after each position.
Cartesian coordinates (Å):
1 C -0.69 -1.40 0.62  C2 1.285, O7 1.414, H9 1.191
2 C -1.73 -0.65 0.61  C1 1.285, C6 1.316
3 C 1.03 0.26 -0.35  C4 1.468, C5 1.527, O7 1.489, H10 1.157
4 C 0.79 -0.87 -1.25  C3 1.468, O7 1.536, H11 1.017
5 C 2.41 0.80 0.03  C3 1.527, H12 1.026, H13 1.112, H14 1.023
6 C -2.61 0.33 0.58  C2 1.316, O8 1.312, H15 1.099
7 O 0.63 -1.03 0.27  C1 1.414, C3 1.489, C4 1.536
8 O -3.23 0.97 -0.38  C6 1.312, H16 0.987
9 H -0.72 -2.53 1.00  C1 1.191
10 H 0.18 1.03 -0.23  C3 1.157
11 H 1.61 -1.45 -1.43  C4 1.017
12 H 2.24 1.73 0.44  C5 1.026
13 H 3.08 0.89 -0.85  C5 1.112
14 H 2.75 0.16 0.76  C5 1.023
15 H -2.90 0.92 1.46  C6 1.099
16 H -2.85 0.83 -1.28  O8 0.987

natural (NBO) atomic charge list, values in e, 5 entries:
1. C 0.124
2. C -0.201
3. C 0.064
4. C -0.336
5. C -0.643

***

C6H8O2 in the gas phase in a non-equilibrium geometry, computed with ωB97M-V with the def2-TZVPD basis set.

Calculated values
HOMO-LUMO gap = 0.37231 hartree
SMILES string = C1[C@@H]2O[C@H]2C[C@H]2O[C@@H]12
ΔE to the lowest compared entry with this formula, charge and spin = 764.7 kJ/mol
Largest force on an atom = 0.121 hartree/bohr
LUMO energy = 0.966 eV
E_tot = -383.6189 hartree
2S+1 = 1

Bonds (Å) are listed after each position.
Cartesian coordinates (Å):
1 C 0.17 -0.65 1.46  C2 1.526, C8 1.706, H9 1.184, H10 1.263
2 C -0.18 0.71 0.87  C1 1.526, O3 1.289, C4 1.522, H11 1.068
3 O -1.35 1.26 0.90  C2 1.289, C4 1.393
4 C -1.19 0.50 -0.26  C2 1.522, O3 1.393, C5 1.427, H12 1.041
5 C -0.41 0.52 -1.45  C4 1.427, C6 1.510, H13 1.119, H14 1.204
6 C 0.59 -0.59 -1.30  C5 1.510, O7 1.475, C8 1.584, H15 1.184
7 O 1.61 -0.19 -0.31  C6 1.475, C8 1.548
8 C 0.74 -1.41 0.04  C1 1.706, C6 1.584, O7 1.548, H16 1.101
9 H 0.93 -1.01 2.30  C1 1.184
10 H -0.81 -1.15 2.09  C1 1.263
11 H 0.74 1.22 0.74  C2 1.068
12 H -1.67 -0.41 -0.12  C4 1.041
13 H -0.99 0.53 -2.41  C5 1.119
14 H -0.04 1.66 -1.31  C5 1.204
15 H 0.61 -1.37 -2.19  C6 1.184
16 H 0.86 -2.50 -0.07  C8 1.101

natural (NBO) atomic charge list, values in e, 5 entries:
1. C -0.464
2. C 0.073
3. O -0.430
4. C 0.031
5. C -0.471

***

3 unconnected molecules or ions with the total composition C6H8O2 in a non-equilibrium geometry, computed with ωB97M-V with the def2-TZVPD basis set.

Calculated values
HOMO-LUMO gap = 0.30125 hartree
ΔE to the lowest compared entry with this formula, charge and spin = 887.0 kJ/mol
Largest force on an atom = 0.140 hartree/bohr
LUMO energy = -0.183 eV
E_tot = -383.5723 hartree
2S+1 = 1

Bonds (Å) are listed after each position.
Cartesian coordinates (Å):
1 C -0.62 -1.48 1.69  C2 1.507, H7 1.237
2 C -0.23 -0.84 0.39  C1 1.507, C3 1.322, H10 1.264
3 C 0.02 0.43 0.11  C2 1.322, C4 1.533, C5 1.550
4 C 0.18 1.44 1.25  C3 1.533, H11 1.167, O15 1.227
5 C 0.65 0.76 -1.27  C3 1.550, C6 1.542, H12 1.123, O16 1.600
6 C 0.17 0.16 -2.60  C5 1.542, H13 1.126, H14 1.066, O16 1.505
7 H -1.80 -1.18 1.48  C1 1.237
8 H -0.11 -2.86 2.14  no bonds
9 H -0.34 -0.26 2.75  no bonds
10 H -0.03 -1.92 -0.23  C2 1.264
11 H 0.40 2.59 1.22  C4 1.167
12 H 1.74 0.93 -1.06  C5 1.123
13 H -0.89 -0.21 -2.50  C6 1.126
14 H 0.85 -0.34 -3.25  C6 1.066
15 O -0.19 1.12 2.38  C4 1.227
16 O 0.22 1.66 -2.51  C5 1.600, C6 1.505

natural (NBO) atomic charge list, values in e, 5 entries:
1. C -0.761
2. C -0.102
3. C -0.284
4. C 0.415
5. C 0.046